(1)
This record from the Open Molecules 2025 dataset describes 2 unconnected molecules or ions with the total composition C36H49BBr3N5O3S at a distorted geometry. The level of theory is ωB97M-V/def2-TZVPD.

Each line ends with the Mulliken charge.
Element x y z (Å)
C  5.422  -2.441  2.068  -1.256
C  5.321  -2.559  0.543  -0.653
C  4.727  -1.283  -0.092  -0.802
C  3.923  -1.545  -1.368  -0.204
N  2.482  -1.747  -1.172  0.351
C  1.827  -0.617  -0.578  -0.960
C  1.486  -0.724  0.771  0.589
C  1.735  -2.032  1.493  -0.698
C  0.699  -3.078  1.044  -0.840
O  0.051  -3.628  2.178  -0.332
C  -0.693  -4.792  1.898  -0.239
C  -2.162  -4.492  1.642  -1.101
C  0.920  0.382  1.403  1.150
C  0.670  1.571  0.715  -0.810
C  0.980  1.639  -0.642  0.429
C  0.722  2.914  -1.407  -1.643
C  -0.485  2.886  -2.386  0.319
C  -1.181  4.240  -2.391  -1.466
Br  -1.816  1.539  -1.878  -0.199
C  1.553  0.549  -1.306  -0.244
B  1.922  0.616  -2.850  0.363
O  2.792  1.648  -3.253  -0.763
N  1.447  -0.282  -3.874  0.044
C  2.490  -1.113  -4.497  -0.925
C  0.254  -1.067  -3.529  -0.635
N  0.123  2.734  1.324  1.249
O  1.179  3.633  1.705  -0.514
C  -0.778  2.541  2.403  -0.631
C  -1.755  3.512  2.589  -0.138
C  -2.665  3.439  3.633  0.160
N  -3.614  4.449  3.836  -0.489
C  -4.436  4.736  2.904  0.742
C  -4.792  6.183  2.696  -1.219
C  -5.119  3.709  2.031  -1.048
C  -2.579  2.351  4.515  -0.004
C  -3.510  2.278  5.663  -0.685
Br  -5.164  1.384  5.418  -0.132
C  -3.246  2.814  6.852  0.391
C  -4.129  2.759  8.062  -1.360
Br  -1.599  3.721  7.115  -0.156
C  -1.620  1.367  4.335  -0.618
C  -0.719  1.472  3.282  0.883
S  0.526  0.239  3.122  -0.580
H  5.520  -3.407  2.562  0.341
H  4.507  -1.985  2.453  0.248
H  6.251  -1.794  2.357  0.372
H  4.735  -3.430  0.244  0.341
H  6.340  -2.684  0.170  0.481
H  4.181  -0.707  0.655  0.192
H  5.571  -0.656  -0.390  0.634
H  4.147  -0.728  -2.072  -0.040
H  4.333  -2.446  -1.832  0.698
H  2.080  -1.979  -2.070  0.486
H  1.647  -1.918  2.569  0.745
H  2.708  -2.389  1.177  -0.650
H  1.156  -3.864  0.433  0.524
H  -0.051  -2.597  0.401  0.176
H  -0.265  -5.388  1.084  0.329
H  -0.632  -5.417  2.794  0.301
H  -2.733  -5.409  1.484  0.392
H  -2.285  -3.878  0.749  0.275
H  -2.596  -3.979  2.499  0.262
H  0.524  3.737  -0.727  0.283
H  1.630  3.160  -1.957  0.460
H  -0.101  2.631  -3.372  0.453
H  -2.094  4.189  -2.979  0.399
H  -0.487  4.980  -2.793  0.397
H  -1.434  4.498  -1.363  0.312
H  3.690  1.336  -3.403  0.338
H  2.468  -0.972  -5.582  0.131
H  3.500  -0.869  -4.169  0.386
H  2.328  -2.180  -4.340  0.346
H  -0.650  -0.464  -3.561  0.214
H  0.293  -1.563  -2.553  0.243
H  0.132  -1.855  -4.275  0.271
H  0.843  4.500  1.452  0.308
H  -1.795  4.361  1.916  0.492
H  -4.755  6.686  3.664  0.379
H  -4.067  6.645  2.029  0.241
H  -5.810  6.308  2.326  0.375
H  -4.565  3.458  1.125  0.210
H  -5.353  2.828  2.624  0.262
H  -6.070  4.132  1.703  0.412
H  -5.162  2.983  7.803  0.385
H  -4.068  1.764  8.510  0.302
H  -3.798  3.462  8.822  0.408
H  -1.576  0.551  5.045  0.548
N  1.316  -3.943  -6.037  -0.367
C  0.509  -4.861  -5.507  -0.198
C  -0.597  -5.382  -6.160  -0.446
C  -0.885  -4.923  -7.435  -0.191
C  -0.058  -3.967  -8.001  -0.482
C  1.025  -3.513  -7.263  -0.132
H  0.767  -5.192  -4.506  0.373
H  -1.215  -6.128  -5.679  0.370
H  -1.740  -5.303  -7.978  0.365
H  -0.245  -3.579  -8.993  0.364
H  1.698  -2.767  -7.672  0.352

SMILES = CCCCNc1c(CCOCC)c2c(c(C[C@H](C)Br)c1B(O)N(C)C)N(O)c1cc(N=C(C)C)c(/C(Br)=C(/C)Br)cc1S2.c1ccncc1
HOMO energy = -7.371 eV
Orbital gap = 7.880 eV
Charge = 0
ΔE to the lowest compared entry with this formula, charge and spin = 0.0 kcal per mole
E_LUMO = 0.0187 Eh


(2)
This record from the Open Molecules 2025 dataset describes a molecular structure, C36H49BBrN2O4ReS4Si at a distorted geometry. The level of theory is ωB97M-V/def2-TZVPD.

Each line ends with the Löwdin spin population.
Element x y z (Å)
Re  -0.227  1.321  -3.589  1.515
O  0.623  1.092  -5.367  0.097
C  1.926  0.688  -5.476  0.040
C  2.740  1.328  -6.373  0.001
C  4.048  0.944  -6.530  0.037
C  4.583  -0.092  -5.724  0.003
C  3.803  -0.617  -4.697  0.029
C  2.435  -0.254  -4.547  0.011
C  1.664  -0.861  -3.516  0.144
N  0.403  -0.490  -3.239  -0.047
N  -0.502  -1.378  -2.854  -0.006
C  -1.690  -1.132  -3.397  -0.017
O  -1.859  -0.096  -4.145  0.029
C  -2.774  -1.995  -3.080  0.001
C  -4.017  -1.759  -3.693  -0.003
C  -5.079  -2.572  -3.378  0.000
C  -4.994  -3.432  -2.292  -0.004
C  -3.755  -3.701  -1.731  0.001
C  -2.617  -2.986  -2.149  -0.005
H  2.367  2.025  -7.126  -0.001
H  4.626  1.363  -7.351  0.002
H  5.541  -0.536  -6.006  0.000
H  4.240  -1.403  -4.074  0.001
H  2.041  -1.814  -3.049  0.007
H  -4.014  -1.026  -4.519  0.000
H  -5.966  -2.521  -4.001  0.000
H  -5.880  -3.983  -1.996  0.000
H  -3.651  -4.431  -0.955  0.000
H  -1.678  -3.182  -1.620  0.000
S  1.335  2.058  -2.032  0.023
S  1.431  4.066  -2.874  0.201
S  0.104  4.216  -4.297  0.331
S  -1.735  2.993  -4.081  0.550
C  5.519  -2.746  3.280  0.000
C  4.289  -2.774  2.363  0.000
C  4.785  -2.849  0.857  0.000
C  3.549  -4.100  2.553  0.000
Si  3.213  -1.193  2.523  0.000
Br  2.048  -0.910  0.607  0.003
C  2.021  -1.325  3.988  0.000
C  1.376  0.090  4.422  0.000
C  0.877  -2.237  3.513  0.000
C  2.704  -1.954  5.248  0.000
C  4.212  0.454  2.527  0.000
C  3.334  1.698  2.255  0.000
C  4.936  0.773  3.863  0.000
C  5.319  0.408  1.409  0.000
H  6.129  -3.669  3.064  0.000
H  5.204  -2.775  4.349  0.000
H  6.183  -1.867  3.234  0.000
H  5.458  -3.740  0.727  0.000
H  5.339  -1.957  0.563  0.000
H  3.934  -2.936  0.172  0.000
H  4.260  -4.939  2.331  0.000
H  2.656  -4.254  1.909  0.000
H  3.198  -4.383  3.532  0.000
H  0.873  0.535  3.565  0.000
H  2.237  0.791  4.809  0.000
H  0.678  -0.173  5.231  0.000
H  0.299  -1.838  2.645  0.000
H  0.130  -2.357  4.385  0.000
H  1.217  -3.228  3.202  0.000
H  3.489  -1.359  5.759  0.000
H  3.041  -2.994  5.031  0.000
H  1.887  -1.990  6.045  0.000
H  2.675  1.978  3.112  0.000
H  2.681  1.595  1.371  0.001
H  3.953  2.596  2.058  0.000
H  4.280  0.849  4.747  0.000
H  5.442  1.769  3.708  0.000
H  5.674  0.048  4.113  0.000
H  4.844  0.199  0.438  0.000
H  6.045  -0.373  1.483  0.000
H  5.902  1.356  1.353  0.000
C  -7.751  1.958  -0.131  0.000
C  -6.914  2.900  0.704  0.000
C  -7.174  4.346  0.258  0.000
C  -7.180  2.656  2.181  0.000
C  -5.431  2.613  0.403  0.000
C  -4.382  3.256  1.130  0.001
C  -3.016  3.084  0.877  0.000
C  -2.656  2.350  -0.244  0.002
O  -1.419  2.255  -0.823  -0.001
B  -1.734  1.705  -2.248  0.039
O  -3.155  1.318  -2.197  0.014
C  -3.697  1.767  -0.989  0.002
C  -5.021  1.758  -0.652  0.001
H  -8.774  2.104  0.107  0.000
H  -7.458  0.877  -0.115  0.000
H  -7.565  2.225  -1.190  0.000
H  -8.257  4.538  0.068  0.000
H  -6.640  4.615  -0.694  0.000
H  -6.828  5.124  1.012  0.000
H  -8.215  2.805  2.493  0.000
H  -6.595  3.379  2.837  0.000
H  -6.839  1.636  2.442  0.000
H  -4.697  3.943  1.917  0.000
H  -2.240  3.530  1.498  0.000
H  -5.722  1.206  -1.226  0.000

Multiplicity = 4
HOMO energy (spin up / spin down) = -2.412 / -4.068 eV
Orbital gap (spin up / spin down) = 3.843 / 5.605 eV
Charge = -1
ΔE to the lowest compared entry with this formula, charge and spin = 74.7 kcal per mole
E_LUMO (spin up / spin down) = 0.0526 / 0.0565 Eh


(3)
This record from the Open Molecules 2025 dataset describes a molecular structure, C36H49ClLaN6O4S at a distorted geometry. The level of theory is ωB97M-V/def2-TZVPD.

Each line ends with the Mulliken charge.
Element x y z (Å)
La  -21.862  2.220  -0.138  2.171
C  -24.840  0.421  4.857  -1.129
N  -24.964  0.367  3.402  0.450
C  -24.336  -0.705  2.626  -0.284
C  -22.850  -1.090  2.881  -0.862
C  -21.790  -0.006  2.811  -0.358
N  -21.258  0.259  1.430  0.145
C  -20.615  -0.732  0.831  -0.521
C  -19.324  -0.613  0.142  0.450
C  -18.395  -1.754  0.076  -0.675
C  -17.086  -1.521  -0.217  -0.660
C  -16.664  -0.222  -0.632  -0.392
C  -17.512  0.849  -0.685  -0.884
C  -18.889  0.662  -0.418  0.625
O  -19.730  1.598  -0.766  -0.325
C  -25.900  1.321  2.794  -1.338
C  -25.273  2.712  2.542  0.191
C  -25.173  3.223  1.081  -1.376
N  -24.610  2.241  0.137  0.363
C  -25.428  1.461  -0.461  -0.955
C  -25.172  0.319  -1.270  0.883
C  -26.315  -0.343  -1.772  -0.926
C  -26.156  -1.529  -2.459  -0.459
C  -24.894  -1.986  -2.812  -0.601
C  -23.771  -1.244  -2.459  -0.514
C  -23.857  -0.035  -1.733  0.059
O  -22.784  0.700  -1.510  -0.206
H  -25.252  1.297  5.356  0.384
H  -23.775  0.299  5.175  0.293
H  -25.367  -0.426  5.374  0.312
H  -24.481  -0.407  1.586  -0.062
H  -24.944  -1.658  2.814  0.179
H  -22.568  -1.888  2.182  0.486
H  -22.735  -1.513  3.920  0.356
H  -21.015  -0.151  3.602  0.268
H  -22.289  0.937  3.076  -0.102
H  -21.026  -1.769  0.819  0.106
H  -18.821  -2.746  0.344  0.325
H  -16.309  -2.302  -0.165  0.324
H  -15.603  -0.088  -0.779  0.384
H  -17.155  1.827  -0.981  0.535
H  -26.800  1.407  3.462  0.443
H  -26.215  0.915  1.834  0.535
H  -24.271  2.718  3.001  0.037
H  -25.846  3.472  3.099  0.396
H  -24.575  4.143  1.032  0.308
H  -26.213  3.496  0.820  0.432
H  -26.492  1.583  -0.233  0.322
H  -27.300  0.073  -1.568  0.373
H  -27.090  -2.092  -2.678  0.295
H  -24.743  -2.929  -3.313  0.414
H  -22.773  -1.563  -2.739  0.471
N  -21.360  5.516  4.020  -0.623
C  -20.301  5.906  3.073  -0.544
C  -20.800  6.049  1.630  -0.610
C  -21.174  4.714  1.007  0.519
O  -21.119  4.532  -0.250  -0.649
O  -21.652  3.764  1.747  -0.652
H  -21.127  5.831  4.944  0.227
H  -21.510  4.474  3.948  0.183
H  -19.388  5.307  3.007  0.228
H  -19.906  6.884  3.376  0.483
H  -20.061  6.592  1.059  0.292
H  -21.671  6.687  1.691  0.337
Cl  -21.117  1.347  -5.133  -0.274
C  -20.697  3.014  -4.816  0.247
C  -19.900  3.720  -5.723  -0.302
C  -19.580  5.066  -5.567  -0.651
C  -19.863  5.657  -4.328  -0.471
C  -20.557  5.005  -3.338  -0.544
C  -21.215  3.759  -3.680  1.076
C  -22.408  3.408  -3.038  -2.006
H  -19.686  3.212  -6.653  0.363
H  -19.188  5.687  -6.378  0.323
H  -19.541  6.687  -4.129  0.336
H  -20.739  5.396  -2.326  0.205
H  -22.946  2.488  -3.219  0.366
H  -22.900  4.240  -2.563  0.489
C  -15.399  4.970  -2.197  -0.919
C  -16.666  5.879  -2.020  -0.296
N  -17.418  5.578  -0.773  -0.058
C  -16.692  5.343  0.395  0.212
S  -17.130  3.951  1.294  -0.479
N  -15.791  6.253  0.767  -0.064
C  -15.010  6.136  1.947  -0.407
C  -13.550  6.313  1.697  -1.063
H  -15.238  4.754  -3.250  0.439
H  -15.537  4.025  -1.650  0.189
H  -14.518  5.457  -1.776  0.239
H  -17.360  5.627  -2.829  0.041
H  -16.490  6.970  -2.140  0.351
H  -17.995  4.741  -0.907  0.043
H  -15.678  7.090  0.192  0.302
H  -15.371  5.159  2.346  0.277
H  -15.449  6.899  2.693  0.268
H  -13.229  5.667  0.846  0.271
H  -12.991  5.881  2.599  0.325
H  -13.209  7.347  1.396  0.301

HOMO energy = -2.289 eV
Orbital gap = 4.482 eV
Charge = -1
ΔE to the lowest compared entry with this formula, charge and spin = 64.7 kcal per mole
E_LUMO = 0.0806 Eh


(4)
This record from the Open Molecules 2025 dataset describes a molecular structure, C36H50As2BF4N2O8RuS5Se3 at a distorted geometry. The level of theory is ωB97M-V/def2-TZVPD.

Each line ends with the Löwdin spin population.
Element x y z (Å)
Ru  -0.547  -0.157  -0.960  0.817
S  1.659  3.713  4.645  -0.005
C  1.035  2.873  3.412  -0.001
S  0.931  3.542  1.797  -0.006
C  0.280  2.151  1.017  -0.015
C  -0.241  1.039  1.901  0.004
S  0.168  -0.563  1.181  0.072
S  0.473  1.235  3.560  0.001
S  -0.091  2.125  -0.562  -0.001
C  2.210  -2.110  -5.069  0.000
Se  0.489  -1.914  -4.188  -0.001
C  0.570  -3.550  -3.119  0.000
C  -0.811  -3.799  -2.551  -0.001
Se  -1.448  -2.502  -1.218  -0.010
C  -0.763  -3.504  0.301  0.001
H  2.988  -2.203  -4.314  0.000
H  2.361  -1.203  -5.649  0.000
H  2.201  -2.977  -5.725  0.000
H  1.318  -3.447  -2.331  0.000
H  0.853  -4.374  -3.776  0.000
H  -0.874  -4.752  -2.026  0.000
H  -1.561  -3.793  -3.341  0.000
H  -1.140  -4.520  0.232  0.000
H  -1.148  -3.019  1.191  0.001
H  0.326  -3.481  0.300  0.000
F  0.947  2.419  -3.644  0.000
B  -0.145  1.703  -4.114  0.001
F  -0.604  0.842  -2.987  0.019
F  0.207  0.859  -5.143  0.000
F  -1.204  2.514  -4.437  0.001
C  4.381  0.675  -4.067  0.000
C  5.090  1.372  -2.907  0.000
C  4.332  2.596  -2.396  0.000
C  3.037  2.268  -1.661  0.000
N  3.275  1.467  -0.467  -0.002
C  3.014  0.155  -0.318  -0.004
Se  2.048  -0.935  -1.485  -0.025
N  3.521  -0.239  0.871  0.002
C  3.591  -1.623  1.326  0.001
C  4.701  -2.400  0.624  -0.001
C  6.113  -1.950  1.005  0.000
C  6.552  -2.480  2.368  0.000
C  4.105  0.846  1.507  0.000
C  4.744  0.974  2.735  0.000
C  5.204  2.232  3.075  -0.001
C  5.023  3.332  2.226  -0.001
C  4.391  3.201  1.003  0.000
C  3.944  1.932  0.657  0.000
H  4.966  -0.174  -4.424  0.000
H  4.234  1.363  -4.900  0.000
H  3.402  0.298  -3.765  0.000
H  6.083  1.694  -3.229  0.000
H  5.241  0.662  -2.085  0.000
H  4.068  3.237  -3.240  0.000
H  4.980  3.177  -1.735  0.000
H  2.348  1.726  -2.297  0.000
H  2.534  3.186  -1.352  0.000
H  2.622  -2.082  1.127  0.001
H  3.742  -1.598  2.405  0.000
H  4.549  -2.303  -0.453  -0.001
H  4.575  -3.457  0.874  0.000
H  6.168  -0.858  1.004  0.000
H  6.808  -2.304  0.242  0.000
H  5.870  -2.167  3.161  0.000
H  7.547  -2.117  2.628  0.000
H  6.582  -3.570  2.366  0.000
H  4.874  0.132  3.400  0.000
H  5.709  2.372  4.021  0.000
H  5.383  4.303  2.537  0.000
H  4.239  4.051  0.353  0.000
C  -3.306  -0.432  -3.702  0.002
O  -2.978  -0.451  -2.306  0.029
C  -3.301  0.676  -1.634  0.012
O  -3.656  1.684  -2.202  0.014
C  -3.304  0.486  -0.188  0.069
C  -3.432  1.690  0.637  0.007
As  -5.324  2.186  0.909  0.009
C  -6.222  1.589  -0.713  0.002
C  -5.612  0.536  1.991  0.000
C  -4.983  -0.640  1.928  0.001
As  -3.562  -1.243  0.667  0.004
C  -4.862  -2.090  -0.548  0.002
C  -5.399  -1.691  2.905  0.000
O  -6.258  -1.570  3.740  0.000
O  -4.690  -2.821  2.742  0.000
C  -4.976  -3.890  3.651  0.000
C  -6.770  0.830  2.908  0.001
O  -7.892  0.809  2.481  0.000
O  -6.520  1.317  4.130  0.000
C  -5.186  1.303  4.631  0.000
C  -2.599  1.923  1.664  0.002
O  -1.696  0.947  1.917  0.000
O  -2.455  2.989  2.471  0.000
C  -3.072  4.235  2.133  0.000
H  -3.010  -1.405  -4.085  0.000
H  -2.770  0.358  -4.219  0.000
H  -4.378  -0.281  -3.823  0.001
H  -6.011  2.305  -1.504  0.000
H  -7.288  1.586  -0.487  0.000
H  -5.910  0.602  -1.030  0.000
H  -5.631  -1.393  -0.863  0.000
H  -5.326  -2.916  -0.011  0.000
H  -4.337  -2.480  -1.418  0.000
H  -4.061  -4.470  3.734  0.000
H  -5.779  -4.508  3.251  0.000
H  -5.275  -3.497  4.619  0.000
H  -5.214  1.865  5.560  0.000
H  -4.487  1.785  3.944  0.000
H  -4.860  0.283  4.832  0.000
H  -2.508  4.998  2.663  0.000
H  -4.110  4.257  2.453  0.000
H  -3.022  4.398  1.054  0.000

Multiplicity = 2
HOMO energy (spin up / spin down) = -7.195 / -7.014 eV
Orbital gap (spin up / spin down) = 5.346 / 5.146 eV
Charge = 0
ΔE to the lowest compared entry with this formula, charge and spin = 82.4 kcal per mole
E_LUMO (spin up / spin down) = -0.0679 / -0.0687 Eh


Among the records above, which one has the highest ΔE to the lowest compared entry with this formula, charge and spin?
C36H50As2BF4N2O8RuS5Se3


Look up the charge of the fourth one.
0